# 1
DFT (ωB97M-V with the def2-TZVPD basis set) results for 11 unconnected molecules or ions with the total composition C21H20Cl40FNO3 in a non-equilibrium geometry.

Cartesian coordinates (Å):
C1 -1.105 3.604 3.714
C2 -1.546 2.618 2.611
C3 -1.594 3.193 1.184
C4 -0.359 2.986 0.310
C5 0.716 4.062 0.673
C6 2.206 3.735 0.548
N1 2.819 3.437 1.863
O1 -0.775 3.331 -1.056
C7 0.023 2.687 -1.909
O2 0.198 2.968 -3.054
O3 0.618 1.640 -1.304
C8 0.081 1.522 0.036
C9 -1.181 0.639 -0.106
C10 1.082 0.880 0.994
C11 1.018 -0.626 1.165
F1 0.030 -0.976 2.096
H1 -1.900 3.719 4.448
H2 -0.230 3.245 4.262
H3 -0.887 4.603 3.338
H4 -2.561 2.294 2.849
H5 -0.940 1.714 2.668
H6 -2.463 2.790 0.666
H7 -1.750 4.271 1.254
H8 0.512 4.437 1.676
H9 0.495 4.881 -0.009
H10 2.376 2.936 -0.174
H11 2.706 4.626 0.162
H12 3.382 2.597 1.811
H13 2.081 3.188 2.512
H14 -1.604 0.372 0.861
H15 -0.933 -0.267 -0.660
H16 -1.951 1.160 -0.675
H17 1.020 1.298 1.997
H18 2.093 1.096 0.636
H19 0.837 -1.161 0.233
H20 1.974 -0.978 1.563
C12 3.211 -2.671 -1.981
Cl1 1.994 -1.445 -2.350
Cl2 4.806 -1.915 -1.983
Cl3 2.893 -3.363 -0.385
Cl4 3.149 -3.947 -3.195
C13 -1.907 1.555 -5.740
Cl5 -2.942 2.180 -4.446
Cl6 -2.832 0.436 -6.745
Cl7 -1.339 2.904 -6.727
Cl8 -0.529 0.714 -5.031
C14 -5.569 1.744 4.991
Cl9 -3.905 2.014 5.521
Cl10 -5.631 1.786 3.225
Cl11 -6.121 0.169 5.563
Cl12 -6.607 3.010 5.647
C15 -1.014 -4.930 -3.119
Cl13 0.077 -5.840 -4.166
Cl14 -2.648 -5.588 -3.269
Cl15 -0.476 -5.076 -1.445
Cl16 -1.014 -3.231 -3.591
C16 -1.279 7.117 -2.207
Cl17 -2.435 8.383 -2.643
Cl18 0.344 7.816 -2.122
Cl19 -1.704 6.448 -0.627
Cl20 -1.306 5.829 -3.404
C17 -0.396 -9.449 0.086
Cl21 -1.207 -11.007 0.248
Cl22 -1.260 -8.453 -1.085
Cl23 -0.365 -8.625 1.646
Cl24 1.266 -9.690 -0.486
C18 6.277 -2.403 -6.016
Cl25 7.672 -1.381 -6.369
Cl26 4.866 -1.387 -5.710
Cl27 5.951 -3.455 -7.397
Cl28 6.620 -3.395 -4.595
C19 3.454 0.352 4.699
Cl29 3.188 -1.371 4.431
Cl30 4.561 0.978 3.476
Cl31 1.902 1.206 4.585
Cl32 4.138 0.607 6.301
C20 2.223 -12.022 3.775
Cl33 2.092 -10.582 4.790
Cl34 3.829 -12.732 3.965
Cl35 0.998 -13.198 4.264
Cl36 1.968 -11.571 2.089
C21 -5.896 4.196 -1.930
Cl37 -6.738 4.305 -0.381
Cl38 -4.448 3.198 -1.739
Cl39 -6.957 3.454 -3.128
Cl40 -5.437 5.809 -2.470

Values from the calculation:
- Frontier orbital gap: 9.47 eV
- Charge: 0
- Structure (SMILES): CCC[C@]1(CCN)OC(=O)O[C@@]1(C)CCF.ClC(Cl)(Cl)Cl.ClC(Cl)(Cl)Cl.ClC(Cl)(Cl)Cl.ClC(Cl)(Cl)Cl.ClC(Cl)(Cl)Cl.ClC(Cl)(Cl)Cl.ClC(Cl)(Cl)Cl.ClC(Cl)(Cl)Cl.ClC(Cl)(Cl)Cl.ClC(Cl)(Cl)Cl
- Energy: -19600.104572 a.u.
- Lowest unoccupied orbital energy: -0.12 eV

Results of the Mulliken charge analysis, in e, for atoms 1 through 4: atom 1 (C): -1.3167, atom 2 (C): 0.6496, atom 3 (C): -1.9257, atom 4 (C): 1.7124

# 2
DFT (ωB97M-V with the def2-TZVPD basis set) results for a molecular structure, C21H20Co2NO7S in a non-equilibrium geometry.

Cartesian coordinates (Å):
C1 -5.261 -0.366 1.508
N1 -4.241 -1.065 2.299
C2 -4.739 -2.130 3.166
C3 -2.896 -0.783 2.266
C4 -2.386 0.321 1.525
C5 -1.028 0.645 1.578
C6 -0.124 -0.157 2.299
C7 1.319 0.228 2.379
C8 2.237 -0.168 1.140
S1 3.883 -0.483 2.003
C9 3.345 -1.539 3.414
C10 4.492 -1.726 0.820
O1 1.765 0.784 3.385
C11 -0.607 -1.257 3.013
C12 -1.946 -1.581 2.973
H1 -4.880 0.502 0.976
H2 -5.724 -1.033 0.773
H3 -6.041 -0.032 2.197
H4 -4.166 -2.169 4.112
H5 -5.790 -1.903 3.412
H6 -4.693 -3.137 2.698
H7 -3.060 0.961 0.933
H8 -0.678 1.525 1.031
H9 1.927 -1.197 0.901
H10 4.307 -1.642 3.906
H11 2.662 -1.035 4.102
H12 2.957 -2.529 3.132
H13 5.568 -1.760 1.007
H14 4.027 -2.694 1.023
H15 4.296 -1.388 -0.199
H16 0.074 -1.884 3.585
H17 -2.299 -2.454 3.507
O2 4.812 5.510 -0.760
C13 3.994 4.929 -1.325
Co1 2.689 4.201 -2.308
C14 1.261 4.773 -1.415
O3 0.285 5.172 -0.933
C15 3.049 5.474 -3.445
O4 3.252 6.306 -4.223
C16 3.271 2.303 -1.823
C17 2.518 1.408 -1.166
C18 1.982 0.841 0.090
Co2 1.706 1.996 -2.830
C19 -0.094 1.904 -2.468
O5 -1.201 1.795 -2.183
C20 1.765 0.672 -4.007
O6 1.844 -0.251 -4.697
C21 1.398 3.468 -3.996
O7 0.895 3.946 -4.933
H18 4.345 2.154 -2.069
H19 1.105 0.324 -0.355
H20 1.716 1.703 0.724

Values from the calculation:
- Frontier orbital gap: 2.62 eV
- Charge: -1
- Energy: -4557.115379 a.u.
- Lowest unoccupied orbital energy: 1.59 eV

Results of the natural (NBO) charge analysis, in e, for atoms 1 through 4: atom 1 (C): -0.3964, atom 2 (N): -0.4175, atom 3 (C): -0.4060, atom 4 (C): 0.1958

# 3
DFT (ωB97M-V with the def2-TZVPD basis set) results for a single C21H20F2N4O molecule.

Cartesian coordinates (Å):
C1 -3.177 -3.896 0.401
C2 -3.384 -2.418 0.291
N1 -4.509 -1.933 0.741
C3 -4.738 -0.609 0.631
C4 -5.982 -0.114 1.073
C5 -6.296 1.208 0.922
C6 -5.392 2.082 0.301
C7 -4.168 1.634 -0.116
C8 -3.792 0.291 0.069
C9 -2.533 -0.246 -0.335
C10 -2.363 -1.609 -0.250
H1 -1.443 -2.085 -0.555
N2 -1.549 0.634 -0.809
C11 -0.580 0.142 -1.765
H2 -0.964 -0.761 -2.240
C12 0.800 -0.133 -1.156
N3 1.308 1.091 -0.568
C13 2.570 1.272 -0.084
O1 2.921 2.319 0.422
N4 3.399 0.177 -0.229
C14 4.749 0.089 0.085
C15 5.512 1.134 0.603
C16 6.855 0.956 0.880
C17 7.446 -0.271 0.641
C18 6.727 -1.336 0.128
C19 5.392 -1.132 -0.139
F1 4.659 -2.158 -0.647
H3 7.190 -2.291 -0.058
F2 8.755 -0.443 0.912
H4 7.444 1.764 1.281
H5 5.034 2.081 0.785
H6 3.006 -0.675 -0.597
C20 0.324 2.128 -0.312
H7 0.127 2.704 -1.222
C21 -0.961 1.503 0.210
H8 -0.729 0.929 1.121
H9 -1.667 2.288 0.485
H10 0.751 2.802 0.433
H11 1.464 -0.478 -1.957
H12 0.717 -0.925 -0.396
H13 -0.464 0.899 -2.549
H14 -3.493 2.301 -0.630
H15 -5.673 3.113 0.145
H16 -7.251 1.584 1.258
H17 -6.672 -0.815 1.514
H18 -2.293 -4.113 1.000
H19 -4.046 -4.350 0.867
H20 -3.030 -4.330 -0.587

Values from the calculation:
- Frontier orbital gap: 8.78 eV
- Charge: 0
- Structure (SMILES): Cc1cc(N2CCN(C(=O)Nc3ccc(F)cc3F)CC2)c2ccccc2n1
- Energy: -1306.274632 a.u.
- Lowest unoccupied orbital energy: 0.37 eV

Results of the natural (NBO) charge analysis, in e, for atoms 1 through 4: atom 1 (C): -0.6442, atom 2 (C): 0.2504, atom 3 (N): -0.4409, atom 4 (C): 0.1674

# 4
DFT (ωB97M-V with the def2-TZVPD basis set) results for 2 unconnected molecules or ions with the total composition C21H20F2NO in a non-equilibrium geometry.

Cartesian coordinates (Å):
C1 0.221 -2.518 -5.528
C2 0.239 -1.940 -4.155
C3 1.330 -2.094 -3.310
F1 2.414 -2.805 -3.765
C4 1.379 -1.596 -2.020
C5 0.351 -0.708 -1.549
C6 0.497 0.070 -0.378
C7 1.606 0.041 0.513
C8 2.938 -0.197 0.054
C9 3.975 -0.270 0.952
F2 5.227 -0.560 0.464
C10 3.830 -0.064 2.318
C11 4.988 -0.167 3.243
C12 2.529 0.255 2.770
C13 1.454 0.336 1.898
C14 -0.811 -0.611 -2.381
C15 -0.844 -1.200 -3.644
H1 -0.791 -2.422 -5.923
H2 0.891 -1.985 -6.212
H3 0.496 -3.577 -5.559
H4 2.240 -1.839 -1.410
H5 -0.108 0.985 -0.282
H6 3.146 -0.306 -1.007
H7 4.656 0.117 4.241
H8 5.390 -1.186 3.302
H9 5.819 0.493 2.962
H10 2.392 0.420 3.834
H11 0.473 0.585 2.292
H12 -1.674 -0.044 -2.043
H13 -1.724 -1.095 -4.272
C16 -5.428 2.074 3.235
O1 -4.865 2.454 1.948
C17 -3.744 1.859 1.455
C18 -3.298 2.306 0.165
C19 -2.140 1.785 -0.306
N1 -1.346 0.906 0.365
C20 -1.806 0.400 1.544
C21 -2.993 0.867 2.143
H14 -6.338 2.680 3.295
H15 -5.694 1.009 3.271
H16 -4.761 2.340 4.066
H17 -3.851 3.058 -0.431
H18 -1.739 2.049 -1.304
H19 -1.233 -0.389 2.007
H20 -3.296 0.481 3.140

Values from the calculation:
- Frontier orbital gap: 6.76 eV
- Charge: +1
- Energy: -1141.588928 a.u.
- Lowest unoccupied orbital energy: -4.90 eV

Results of the natural (NBO) charge analysis, in e, for atoms 1 through 4: atom 1 (C): -0.6498, atom 2 (C): 0.0045, atom 3 (C): 0.4398, atom 4 (F): -0.3221

# 5
DFT (ωB97M-V with the def2-TZVPD basis set) results for a single C21H20F3N3O molecule in a non-equilibrium geometry.

Cartesian coordinates (Å):
O1 -2.859 1.987 -1.928
F1 -3.951 -1.391 3.356
F2 -1.347 -0.451 3.978
F3 -0.334 1.607 2.383
N1 2.631 0.243 -1.613
C1 -1.664 1.917 -1.789
C2 1.930 -0.386 -0.700
C3 1.731 0.814 -2.476
C4 0.442 0.590 -2.089
C5 3.714 -2.684 2.443
C6 4.255 -2.704 1.158
C7 2.597 -1.878 2.712
C8 -4.157 0.266 1.732
C9 3.641 -1.964 0.160
C10 2.042 -1.040 1.716
C11 -3.691 1.392 1.071
C12 -3.380 -0.371 2.706
C13 -2.094 0.115 2.971
C14 -1.589 1.194 2.226
C15 2.523 -1.133 0.375
C16 -2.416 1.807 1.259
N2 -1.108 2.500 -0.689
N3 0.544 -0.186 -0.956
C17 2.231 1.531 -3.697
C18 -0.825 1.055 -2.740
C19 -1.915 2.965 0.437
C20 -0.650 -2.379 -1.003
C21 -0.581 -0.975 -0.368
H1 4.207 -3.228 3.247
H2 5.155 -3.278 0.916
H3 2.179 -1.894 3.732
H4 -5.193 -0.036 1.667
H5 4.078 -2.027 -0.869
H6 1.192 -0.375 1.906
H7 -4.327 1.852 0.287
H8 -0.127 2.285 -0.577
H9 1.484 1.869 -4.420
H10 2.816 0.768 -4.187
H11 2.871 2.380 -3.403
H12 -1.438 0.198 -3.099
H13 -0.607 1.637 -3.642
H14 -2.739 3.587 0.125
H15 -1.301 3.614 1.053
H16 0.260 -2.935 -0.803
H17 -1.510 -2.958 -0.647
H18 -0.775 -2.313 -2.091
H19 -0.429 -1.135 0.698
H20 -1.523 -0.452 -0.524

Values from the calculation:
- Frontier orbital gap: 8.70 eV
- Charge: 0
- Structure (SMILES): CCn1c(-c2ccccc2)nc(C)c1CC(=O)NCc1ccc(F)c(F)c1F
- Energy: -1351.353817 a.u.
- Lowest unoccupied orbital energy: 0.60 eV

Results of the natural (NBO) charge analysis, in e, for atoms 1 through 4: atom 1 (O): -0.6338, atom 2 (F): -0.2970, atom 3 (F): -0.3137, atom 4 (F): -0.3009

# 6
DFT (ωB97M-V with the def2-TZVPD basis set) results for a single C21H20F3N5O molecule in a non-equilibrium geometry.

Cartesian coordinates (Å):
F1 0.299 -4.630 2.638
F2 2.169 -4.402 3.797
F3 1.881 -6.078 2.344
N1 0.194 0.064 -0.109
N2 -3.115 3.146 -1.601
N3 3.276 -2.079 -1.766
O1 2.226 -3.987 1.584
C1 -0.320 0.646 -1.185
C2 -3.177 2.918 -0.313
C3 -2.136 1.947 0.065
C4 -1.458 1.603 -1.053
C5 2.504 -1.231 -2.500
C6 3.065 -2.195 -0.445
C7 5.898 -4.709 1.617
C8 6.305 -3.932 0.529
C9 2.067 -1.450 0.222
C10 4.586 -4.699 2.040
C11 5.355 -3.124 -0.136
C12 1.232 -0.684 -0.562
C13 3.588 -3.942 1.339
C14 4.005 -3.089 0.270
C15 1.428 -0.551 -1.906
N4 0.409 0.294 -2.277
N5 -2.103 2.363 -2.053
C16 1.660 -4.792 2.627
C17 -1.974 2.144 -3.509
C18 -4.127 5.169 0.263
C19 -3.847 3.475 2.091
C20 -5.543 3.148 0.308
C21 -4.151 3.660 0.578
H1 -1.943 1.581 1.076
H2 2.657 -1.083 -3.555
H3 6.678 -5.236 2.193
H4 7.351 -3.864 0.145
H5 1.939 -1.476 1.301
H6 4.357 -5.320 2.925
H7 5.693 -2.463 -0.927
H8 0.225 0.606 -3.217
H9 -0.930 2.218 -3.781
H10 -2.556 2.858 -4.094
H11 -2.307 1.148 -3.816
H12 -4.813 5.751 0.861
H13 -4.363 5.357 -0.789
H14 -3.128 5.576 0.450
H15 -3.886 2.424 2.363
H16 -2.866 3.827 2.366
H17 -4.542 4.002 2.741
H18 -6.176 3.556 1.137
H19 -6.021 3.497 -0.624
H20 -5.569 2.041 0.349

Values from the calculation:
- Frontier orbital gap: 8.62 eV
- Charge: 0
- Structure (SMILES): Cn1nc(C(C)(C)C)cc1-c1nc2cc(-c3ccccc3OC(F)(F)F)ncc2[nH]1
- Energy: -1460.860328 a.u.
- Lowest unoccupied orbital energy: 0.18 eV

Results of the natural (NBO) charge analysis, in e, for atoms 1 through 4: atom 1 (F): -0.3083, atom 2 (F): -0.3043, atom 3 (F): -0.3071, atom 4 (N): -0.4472

# 7
DFT (ωB97M-V with the def2-TZVPD basis set) results for a gas-phase ion, C21H20N3 (charge +1) in a non-equilibrium geometry.

Cartesian coordinates (Å):
N1 1.211 -1.558 -1.636
C1 0.082 -1.050 -2.189
C2 -4.193 -0.690 3.495
C3 -0.288 0.229 -2.043
C4 6.466 0.116 0.847
C5 6.106 1.411 0.915
C6 -3.187 0.107 3.969
C7 -4.221 -1.066 2.086
C8 0.541 1.155 -1.466
C9 5.388 -0.839 0.593
C10 4.788 1.859 0.660
C11 3.187 -1.189 -0.281
C12 2.647 1.539 -0.293
C13 -2.180 0.488 3.110
C14 -3.137 -0.714 1.318
C15 2.044 -0.758 -0.947
C16 1.723 0.683 -0.894
C17 4.107 -0.316 0.211
C18 3.889 1.034 0.190
N2 0.081 2.450 -1.258
N3 -2.212 0.119 1.831
C19 -1.239 2.665 -0.597
C20 -1.110 0.592 0.961
C21 -1.362 2.140 0.809
H1 -0.513 -1.726 -2.659
H2 -5.047 -0.840 4.095
H3 -1.213 0.641 -2.464
H4 7.459 -0.186 1.059
H5 6.850 2.137 1.177
H6 -3.027 0.349 5.007
H7 -5.083 -1.642 1.765
H8 5.518 -1.897 0.658
H9 4.570 2.951 0.848
H10 3.479 -2.252 -0.229
H11 2.624 2.597 -0.376
H12 -1.456 1.106 3.517
H13 -3.025 -0.858 0.258
H14 0.865 2.985 -0.890
H15 -1.466 3.749 -0.546
H16 -2.033 2.324 -1.263
H17 -1.324 0.102 0.057
H18 -0.094 0.339 1.357
H19 -0.590 2.674 1.389
H20 -2.339 2.324 1.132

Values from the calculation:
- Frontier orbital gap: 5.18 eV
- Charge: +1
- Structure (SMILES): c1cc[n+](CCCNc2ccnc3cc4ccccc4cc23)cc1
- Energy: -976.193286 a.u.
- Lowest unoccupied orbital energy: -4.35 eV

Results of the natural (NBO) charge analysis, in e, for atoms 1 through 4: atom 1 (N): -0.4198, atom 2 (C): 0.0494, atom 3 (C): -0.0845, atom 4 (C): -0.3540

# 8
DFT (ωB97M-V with the def2-TZVPD basis set) results for a single C21H20N4O4 molecule.

Cartesian coordinates (Å):
C1 8.444 0.444 0.701
C2 7.153 -0.244 0.373
C3 5.961 0.458 0.332
C4 4.761 -0.181 0.022
C5 4.757 -1.545 -0.249
C6 5.950 -2.246 -0.208
C7 7.137 -1.608 0.099
H1 8.061 -2.167 0.128
H2 5.948 -3.305 -0.418
H3 3.834 -2.043 -0.488
N1 3.605 0.600 0.001
C8 2.330 0.256 -0.280
O1 1.947 -0.869 -0.585
C9 1.431 1.418 -0.177
C10 0.061 1.532 -0.369
N2 -0.224 2.843 -0.121
C11 0.927 3.463 0.199
N3 1.937 2.639 0.174
H4 0.999 4.504 0.443
H5 -1.164 3.209 -0.177
C12 -1.061 0.642 -0.729
O2 -2.197 1.094 -0.798
N4 -0.735 -0.631 -0.988
C13 -1.784 -1.592 -1.203
C14 -2.736 -1.602 -0.005
O3 -2.407 -1.333 1.118
O4 -3.955 -1.969 -0.385
C15 -4.992 -1.953 0.598
C16 -5.933 -0.794 0.386
C17 -5.451 0.451 0.003
C18 -6.326 1.508 -0.172
C19 -7.683 1.336 0.040
C20 -8.167 0.097 0.425
C21 -7.296 -0.964 0.593
H6 -7.676 -1.932 0.889
H7 -9.225 -0.045 0.590
H8 -8.364 2.164 -0.096
H9 -5.943 2.471 -0.475
H10 -4.394 0.598 -0.166
H11 -4.529 -1.886 1.592
H12 -5.523 -2.904 0.508
H13 -1.346 -2.583 -1.322
H14 -2.367 -1.340 -2.095
H15 0.233 -0.934 -0.834
H16 3.718 1.583 0.231
H17 5.953 1.519 0.543
H18 8.281 1.492 0.937
H19 9.130 0.380 -0.143
H20 8.922 -0.036 1.554

Values from the calculation:
- Frontier orbital gap: 8.79 eV
- Charge: 0
- Structure (SMILES): Cc1cccc(NC(=O)c2nc[nH]c2C(=O)NCC(=O)OCc2ccccc2)c1
- Energy: -1332.327335 a.u.
- Lowest unoccupied orbital energy: 0.31 eV

Results of the natural (NBO) charge analysis, in e, for atoms 1 through 4: atom 1 (C): -0.6262, atom 2 (C): 0.0008, atom 3 (C): -0.2627, atom 4 (C): 0.2375